Record 1
The following is a quantum chemistry calculation of a structure of composition C18H15F3N10O2STc in a non-equilibrium geometry, from the OMol25 dataset.

Last column: Mulliken spin population.
Element x y z (Å)
Tc  1.822  -0.236  0.420  1.153
N  5.052  1.903  2.434  0.003
C  3.872  1.387  2.053  0.015
S  3.783  -0.362  1.856  -0.073
N  2.834  2.139  1.931  -0.028
N  1.685  1.524  1.560  -0.040
C  0.596  2.105  1.974  0.030
C  -0.704  1.535  1.888  -0.023
C  -1.839  2.316  2.139  0.027
C  -3.103  1.781  2.091  -0.037
C  -3.265  0.419  1.817  0.017
C  -2.174  -0.393  1.646  -0.020
C  -0.854  0.122  1.674  -0.024
O  0.156  -0.647  1.543  -0.059
H  5.862  1.315  2.345  0.000
H  5.173  2.899  2.362  0.000
H  0.717  3.062  2.478  -0.002
H  -1.702  3.366  2.351  0.001
H  -3.966  2.401  2.274  -0.002
H  -4.261  0.006  1.746  0.000
H  -2.291  -1.452  1.472  0.001
N  -0.240  -3.926  0.553  0.000
C  -0.915  -3.195  -0.336  0.000
N  -2.005  -3.717  -0.898  0.000
C  -2.649  -2.913  -1.741  0.000
N  -3.753  -3.390  -2.337  0.000
N  -2.300  -1.648  -2.013  0.000
C  -1.204  -1.225  -1.388  -0.032
N  -0.466  -1.953  -0.583  -0.003
C  -0.846  0.190  -1.595  0.046
C  -1.722  0.940  -2.381  -0.001
C  -1.472  2.277  -2.609  0.001
C  -0.328  2.822  -2.049  -0.001
C  0.485  2.016  -1.276  -0.031
N  0.242  0.729  -1.028  0.013
H  -0.529  -4.868  0.746  0.000
H  0.612  -3.551  0.934  -0.002
H  -4.030  -4.338  -2.168  0.000
H  -4.250  -2.819  -2.994  0.000
H  -2.576  0.430  -2.799  0.000
H  -2.138  2.873  -3.212  0.000
H  -0.059  3.854  -2.206  0.000
H  1.377  2.448  -0.848  0.007
F  4.389  -0.133  -1.101  0.004
C  3.209  0.521  -0.995  -0.045
F  2.698  0.497  -2.261  0.001
F  3.589  1.836  -0.829  -0.001
O  2.742  -4.043  -1.322  0.055
C  2.509  -2.983  -0.886  0.047
N  2.237  -1.923  -0.434  0.003

Calculated values
- HOMO energy (alpha / beta): -7.87 / -7.58 eV
- Relative energy (zero: lowest compared OMol25 entry of this formula, charge and spin): 0.0 kcal/mol
- Kohn-Sham gap (alpha / beta): 5.531 / 6.179 eV
- Spin multiplicity: 2
- Charge: 0



Record 2
The following is a quantum chemistry calculation of the molecule C20H21N3O4, from the OMol25 dataset.

Last column: Löwdin charge in e.
Element x y z (Å)
C  -4.705  -3.585  0.242  -0.089
O  -5.102  -2.310  -0.192  -0.067
C  -4.359  -1.236  0.202  -0.200
C  -3.248  -1.290  1.024  -0.007
C  -2.560  -0.133  1.361  -0.056
C  -2.971  1.096  0.885  -0.248
C  -2.197  2.350  1.182  -0.129
C  -1.213  2.653  0.043  -0.158
N  -0.199  1.634  -0.053  0.092
C  1.110  1.915  0.006  -0.446
O  1.563  3.046  0.080  0.047
C  2.031  0.729  -0.045  -0.013
C  3.364  0.988  -0.103  0.082
C  4.342  -0.043  -0.140  -0.086
C  5.739  0.170  -0.212  -0.275
C  6.313  1.546  -0.273  -0.025
N  6.594  -0.831  -0.231  0.097
C  6.146  -2.081  -0.183  -0.128
C  4.812  -2.417  -0.120  0.001
C  3.881  -1.374  -0.099  -0.173
N  2.540  -1.603  -0.041  0.179
C  1.546  -0.644  -0.022  -0.384
O  0.380  -1.012  0.015  0.051
C  -4.094  1.158  0.059  0.025
C  -4.793  0.017  -0.285  -0.190
O  -5.901  -0.015  -1.080  -0.065
C  -6.384  1.197  -1.598  -0.087
H  -4.746  -3.671  1.334  0.096
H  -5.418  -4.281  -0.199  0.093
H  -3.696  -3.833  -0.103  0.096
H  -2.895  -2.233  1.408  0.105
H  -1.695  -0.206  2.003  0.114
H  -1.638  2.237  2.112  0.120
H  -2.876  3.198  1.286  0.116
H  -1.761  2.712  -0.905  0.126
H  -0.699  3.602  0.216  0.118
H  -0.498  0.663  -0.065  0.102
H  3.667  2.025  -0.116  0.127
H  5.940  2.077  -1.146  0.089
H  6.038  2.115  0.613  0.089
H  7.395  1.474  -0.331  0.080
H  6.912  -2.845  -0.199  0.108
H  4.489  -3.446  -0.087  0.109
H  2.213  -2.563  -0.019  0.169
H  -4.410  2.122  -0.308  0.111
H  -6.681  1.888  -0.801  0.096
H  -7.260  0.936  -2.190  0.094
H  -5.646  1.686  -2.243  0.096

Calculated values
- SMILES: COc1ccc(CCNC(=O)c2cc3c(C)nccc3[nH]c2=O)cc1OC
- HOMO energy: -7.89 eV
- Relative energy (zero: lowest compared OMol25 entry of this formula, charge and spin): 27.4 kcal/mol
- Kohn-Sham gap: 7.472 eV
- Charge: 0



Record 3
The following is a quantum chemistry calculation of the ion CHF2O3S with charge -1 in a non-equilibrium geometry, from the OMol25 dataset.

Last column: Löwdin charge in e.
Element x y z (Å)
O  1.037  -2.051  0.421  -0.383
S  0.816  -1.665  -0.969  0.386
O  1.921  -1.031  -1.624  -0.361
O  0.089  -2.656  -1.727  -0.376
C  -0.511  -0.247  -0.829  -0.450
F  -0.034  0.788  -0.132  0.036
F  -0.972  0.161  -2.043  0.000
H  -1.390  -0.883  -0.363  0.149

Calculated values
- SMILES: O=S(=O)([O-])C(F)F
- HOMO energy: -5.25 eV
- Relative energy (zero: lowest compared OMol25 entry of this formula, charge and spin): 8.6 kcal/mol
- Kohn-Sham gap: 9.486 eV
- Charge: -1



Record 4
The following is a quantum chemistry calculation of a structure of composition C32H22I2IrN6O3Se2, from the OMol25 dataset.

Last column: Mulliken spin population.
Element x y z (Å)
Ir  -0.092  -0.549  -0.470  0.029
Se  -3.301  0.029  1.405  -0.001
Se  -2.516  -2.027  2.074  0.018
C  -0.756  -1.412  2.530  0.086
C  -0.361  -1.767  3.846  0.289
C  0.733  -1.131  4.449  -0.051
C  1.460  -0.265  3.708  0.343
C  1.235  -0.194  2.235  -0.047
N  -0.064  -0.651  1.718  0.211
C  -3.322  -0.315  -0.473  -0.003
C  -4.581  -0.368  -1.042  0.001
C  -4.709  -0.484  -2.419  0.000
C  -3.554  -0.507  -3.167  0.000
C  -2.328  -0.459  -2.526  -0.001
N  -2.179  -0.390  -1.190  0.000
H  -0.984  -2.449  4.407  -0.004
H  0.943  -1.285  5.499  0.004
H  2.278  0.312  4.119  -0.002
H  1.974  -0.865  1.788  0.071
H  -5.451  -0.314  -0.404  0.000
H  -5.686  -0.541  -2.881  0.000
H  -3.576  -0.564  -4.246  0.000
H  -1.419  -0.449  -3.102  0.000
I  1.094  -0.238  -5.477  0.000
C  0.929  -1.896  -4.238  -0.002
C  1.152  -3.192  -4.741  0.000
C  1.035  -4.297  -3.941  0.002
I  1.383  -6.177  -4.765  0.000
C  0.677  -4.146  -2.575  0.006
C  0.558  -5.197  -1.643  -0.005
C  0.231  -4.926  -0.343  0.003
C  -0.005  -3.603  0.046  -0.012
N  0.065  -2.596  -0.797  0.002
C  0.435  -2.840  -2.097  -0.001
C  0.590  -1.702  -2.921  0.003
O  0.371  -0.496  -2.399  0.003
H  1.427  -3.307  -5.780  0.000
H  0.744  -6.213  -1.963  0.000
H  0.154  -5.715  0.391  0.000
H  -0.251  -3.375  1.070  -0.006
O  3.931  0.097  -0.662  -0.002
C  2.856  0.092  -0.127  -0.005
O  1.927  -0.805  -0.261  0.021
C  2.523  1.275  0.793  0.003
C  3.153  2.491  0.552  0.004
C  2.748  3.603  1.238  -0.003
C  1.643  3.533  2.111  0.004
C  1.122  4.681  2.752  0.002
C  0.040  4.581  3.577  0.000
C  -0.568  3.326  3.784  0.008
C  -0.082  2.189  3.192  0.011
C  1.041  2.279  2.350  -0.008
N  1.578  1.161  1.731  0.020
H  3.948  2.501  -0.181  0.000
H  3.251  4.553  1.099  0.000
H  1.596  5.637  2.570  0.000
H  -0.358  5.457  4.068  0.000
H  -1.439  3.257  4.422  0.000
H  -0.584  1.246  3.350  0.006
N  -1.094  2.355  -0.340  -0.001
C  -0.963  3.540  -0.957  0.000
C  0.171  3.470  -1.735  0.000
C  0.678  2.186  -1.526  0.000
N  -0.088  1.522  -0.659  0.003
H  -1.781  2.067  0.341  -0.001
H  -1.673  4.334  -0.800  0.000
H  0.570  4.233  -2.380  0.000
H  1.521  1.702  -1.993  0.000

Calculated values
- HOMO energy (alpha / beta): -12.35 / -12.35 eV
- Relative energy (zero: lowest compared OMol25 entry of this formula, charge and spin): 32.0 kcal/mol
- Kohn-Sham gap (alpha / beta): 5.587 / 4.814 eV
- Spin multiplicity: 2
- Charge: +2



Record 5
The following is a quantum chemistry calculation of a cluster of 2 separate species, C3H10S2 in total in a non-equilibrium geometry, from the OMol25 dataset.

Last column: Mulliken spin population.
Element x y z (Å)
C  -1.486  1.084  3.965  0.143
C  -1.494  0.988  2.401  0.314
H  -2.356  0.901  4.591  -0.011
H  -1.255  2.230  4.314  -0.012
H  -0.605  0.497  4.309  -0.067
H  -2.468  0.894  2.037  -0.063
H  -0.848  1.624  1.823  -0.245
H  -1.012  -0.010  2.204  0.037
C  1.717  -1.433  -4.619  0.086
S  2.540  -0.905  -3.147  0.652
S  1.635  -1.232  -1.422  0.272
H  0.703  -1.058  -4.706  -0.028
H  1.549  -2.511  -4.895  -0.018
H  2.276  -1.070  -5.533  0.009
H  1.105  0.000  -1.323  -0.070

Calculated values
- HOMO energy (alpha / beta): 0.86 / -5.11 eV
- Relative energy (zero: lowest compared OMol25 entry of this formula, charge and spin): 51.7 kcal/mol
- Kohn-Sham gap (alpha / beta): 2.597 / 8.722 eV
- Spin multiplicity: 2
- Charge: -1



Record 6
The following is a quantum chemistry calculation of a cluster of 3 separate species, C3H11NO3S in total in a non-equilibrium geometry, from the OMol25 dataset.

Last column: Löwdin charge in e.
Element x y z (Å)
C  -0.394  0.384  -0.623  -0.384
O  -0.950  -0.824  -1.058  -0.352
C  1.055  0.306  -0.071  -0.507
C  1.371  1.520  0.798  -0.696
S  0.815  1.519  2.594  -0.039
N  1.357  -0.921  0.650  0.010
H  -0.422  1.179  -1.397  0.088
H  -1.044  0.763  0.190  0.085
H  1.725  0.392  -0.937  0.114
H  0.936  2.425  0.383  0.017
H  2.443  1.642  0.931  0.004
H  0.744  -0.916  1.463  0.012
H  1.107  -1.677  0.023  0.029
H  -3.225  -0.646  -2.502  0.015
H  -2.823  -0.026  -1.252  0.000
O  -3.627  -0.103  -1.810  -0.128
H  -0.224  -3.450  -1.745  -0.021
H  -0.130  -1.939  -1.619  -0.027
O  0.159  -2.732  -2.264  -0.219

Calculated values
- HOMO energy: 0.56 eV
- Relative energy (zero: lowest compared OMol25 entry of this formula, charge and spin): 17.9 kcal/mol
- Kohn-Sham gap: 5.650 eV
- Charge: -2